No. 1
65
Properties=species:S:1:pos:R:3:forces:R:3 method="wB97M-V/def2-TZVPD" total_charge=0 de_lowest_kj_mol=0.0 lumo_energy_ev=-2.9
N 7.7622 -1.9003 0.3990 -0.41 0.20 0.05
C 6.4541 -1.2787 0.6089 0.38 -0.27 -0.17
C 5.6713 -1.1286 -0.7110 -0.19 -0.07 0.30
C 4.8572 0.1786 -0.7908 0.36 -0.29 -0.10
C 3.4368 -0.0257 -1.2734 0.42 0.30 -0.17
O 2.4486 0.7477 -0.4852 -0.61 -0.48 -0.66
C 2.0000 1.8436 -1.0721 0.39 0.72 0.13
O 2.6464 2.7065 -1.6005 -0.05 -0.31 0.03
C 0.4941 1.9952 -1.0875 -0.36 -0.19 0.20
C -0.0559 1.9928 -2.3792 0.13 0.08 0.03
N 0.7388 1.7656 -3.5249 -0.36 -0.24 0.03
C -1.4111 2.1879 -2.4681 0.00 0.01 0.17
F -2.0106 2.1960 -3.6378 0.06 -0.01 0.07
N -2.2149 2.3540 -1.3907 0.08 -0.21 0.00
S -3.9136 2.6606 -1.6974 -0.02 0.16 -0.02
C -1.6882 2.3306 -0.1212 0.04 0.24 -0.05
C -2.6025 2.4874 1.0542 -0.10 -0.03 0.15
C -2.8208 1.1549 1.7919 -0.45 0.01 -0.28
C -3.5826 0.1303 0.9436 0.31 0.04 0.02
N -3.0803 -1.2258 1.1580 -0.14 0.20 -0.37
C -3.6510 -2.1312 0.1466 0.08 -0.07 0.00
C -5.1490 -2.2307 0.2584 0.02 0.05 0.00
C -5.7489 -2.3268 1.5103 -0.32 0.01 0.06
C -7.1291 -2.3915 1.6369 0.09 0.01 -0.18
C -7.9253 -2.3671 0.4980 0.01 -0.03 0.11
C -7.3449 -2.2658 -0.7550 0.07 0.02 0.00
C -5.9628 -2.2006 -0.8727 -0.03 -0.09 0.25
O -5.3845 -2.0454 -2.1234 0.11 0.11 -0.09
C -0.3155 2.1564 0.0512 0.19 0.14 -0.21
B 0.3230 2.1814 1.5321 0.33 0.03 0.10
O 1.2104 1.2392 1.9254 -0.79 -0.18 0.47
O 0.0115 3.1985 2.3991 -0.67 -0.16 -0.55
H 8.4594 -1.2627 0.7881 0.40 -0.15 -0.06
H 7.8336 -2.7608 0.9218 0.11 -0.03 0.01
H 6.5983 -0.2959 1.0620 -0.03 0.06 0.04
H 5.8589 -1.8813 1.3006 -0.14 0.16 0.12
H 4.9980 -1.9877 -0.7921 -0.01 -0.04 -0.17
H 6.3873 -1.2120 -1.5243 0.02 0.08 -0.06
H 5.3733 0.8566 -1.4689 -0.08 0.22 0.08
H 4.8544 0.6611 0.1861 -0.18 -0.02 0.08
H 3.3294 0.2808 -2.3134 -0.12 0.05 0.00
H 3.1115 -1.0595 -1.2006 -0.08 -0.01 0.30
H 0.2516 1.1777 -4.1892 0.03 0.08 -0.12
H 1.0189 2.6230 -3.9852 0.24 0.01 0.10
H -4.1442 1.4841 -2.2988 0.02 -0.08 0.02
H -2.1629 3.2053 1.7415 0.14 0.05 -0.12
H -3.5593 2.9014 0.7533 -0.07 -0.07 -0.02
H -3.4158 1.3844 2.6740 0.24 -0.10 0.23
H -1.8729 0.7137 2.1058 0.08 0.11 0.12
H -3.4995 0.3908 -0.1226 -0.04 0.03 -0.08
H -4.6417 0.1776 1.1886 -0.08 -0.09 -0.06
H -2.0891 -1.1851 0.9393 0.10 -0.15 0.33
H -3.3877 -1.7979 -0.8629 -0.08 0.01 -0.07
H -3.2044 -3.1185 0.2766 0.03 -0.02 0.09
H -5.1315 -2.3311 2.3984 0.12 -0.01 -0.02
H -7.5881 -2.4503 2.6137 0.02 -0.04 0.04
H -8.9998 -2.4281 0.5962 -0.05 0.03 -0.05
H -7.9482 -2.2197 -1.6513 -0.03 -0.03 -0.03
H -5.3918 -2.8830 -2.5963 -0.08 -0.02 -0.02
H 1.0945 0.3667 1.5381 0.53 0.06 -0.39
H -0.3376 2.8490 3.2261 0.60 0.19 0.37
N 10.5456 -0.5489 2.1970 0.01 -0.05 0.02
O 9.4577 0.0088 1.8824 -0.16 0.08 -0.01
O 11.1254 -0.2180 3.2414 0.00 0.01 -0.04
O 11.0138 -1.4295 1.4519 -0.03 -0.02 0.03

No. 2
68
Properties=species:S:1:pos:R:3:forces:R:3 method="wB97M-V/def2-TZVPD" total_charge=+1 lumo_energy_ev="-2.2 / -6.3" multiplicity=5
Pd -0.5096 0.2253 0.5769 0.30 -0.29 0.91
C -4.1584 1.7291 0.9177 0.08 0.24 0.00
N -3.3461 2.9522 0.9460 -0.42 -0.12 -0.02
C -3.6102 4.1175 0.2611 -0.04 -0.26 0.02
C -2.5607 4.9417 0.4706 0.31 -0.09 0.11
N -1.6523 4.2826 1.2790 -0.03 0.24 0.09
B -0.2916 4.8587 1.7882 -0.06 0.03 0.00
N 0.8745 4.3128 0.8432 -0.01 0.06 0.03
C 1.4723 5.0253 -0.1385 -0.06 -0.06 0.09
C 2.5246 4.2888 -0.6307 0.03 -0.01 0.00
N 2.5669 3.1378 0.0742 0.21 -0.20 -0.15
C 3.5186 2.0388 -0.1382 -0.19 0.14 0.00
C 1.5453 3.1437 0.9676 -0.10 0.17 0.06
S 1.2025 1.8907 2.0389 0.18 0.02 -0.07
C -2.1665 3.0842 1.5573 0.19 -0.07 -0.13
S -1.4395 1.8136 2.4971 -0.21 0.11 -0.17
H -5.0864 1.9609 0.4039 -0.01 -0.01 0.00
H -4.3808 1.4113 1.9334 0.00 0.00 0.03
H -3.6211 0.9441 0.3912 -0.01 0.02 0.00
H -4.5125 4.2465 -0.3102 0.00 -0.01 0.05
H -2.3838 5.9461 0.1301 0.02 -0.01 0.03
H -0.0807 4.4726 2.9075 0.00 0.05 -0.13
H -0.3121 6.0564 1.6568 0.02 -0.16 -0.01
H 1.1358 6.0127 -0.4033 0.01 -0.02 0.01
H 3.2327 4.5068 -1.4117 -0.02 0.01 0.02
H 3.9516 2.1637 -1.1258 0.02 0.00 0.00
H 2.9916 1.0892 -0.1013 -0.04 -0.01 0.00
H 4.2985 2.0763 0.6182 0.00 0.00 0.04
O -2.5491 -3.1139 0.7188 -0.07 -0.08 0.05
C -2.0200 -2.1143 1.1480 -0.39 0.44 -0.25
O -2.2575 -0.8864 0.7646 0.03 -0.59 -0.06
C -0.9947 -2.2049 2.2417 0.35 0.10 0.14
C -0.9996 -3.2246 3.1751 -0.08 -0.13 -0.08
C -0.0316 -3.2270 4.1616 0.07 -0.01 0.09
C 0.9376 -2.2336 4.1599 0.00 -0.07 0.02
C 0.8912 -1.2630 3.1791 -0.11 -0.06 -0.24
N -0.0726 -1.2394 2.2513 0.17 0.26 0.44
H -1.7598 -3.9901 3.1030 0.01 0.02 0.00
H -0.0215 -3.9996 4.9194 0.00 0.01 -0.02
H 1.7268 -2.2143 4.8984 -0.02 0.01 -0.01
H 1.6584 -0.5040 3.1144 -0.03 0.04 0.00
C -0.6293 2.5552 -3.1294 -0.03 0.43 -0.12
S -0.6660 1.3521 -1.8692 0.43 -0.03 0.12
O -0.9550 0.0883 -2.5000 0.10 0.06 0.00
O 0.6654 1.4089 -1.1836 -0.36 -0.05 -0.26
O -1.6655 1.7688 -0.8590 0.17 -0.29 -0.26
H 0.1733 2.2950 -3.8161 -0.04 0.00 -0.01
H -0.4571 3.5332 -2.6815 -0.01 -0.03 -0.05
H -1.5906 2.5281 -3.6390 0.04 0.02 -0.01
C 1.9925 -5.6427 -1.3212 0.01 -0.02 0.04
C 1.2286 -5.1268 -2.5369 -0.03 -0.13 0.04
C -0.2816 -5.2083 -2.3225 -0.05 0.01 0.04
C 1.7033 -3.7374 -2.9388 0.01 0.30 0.16
N 1.5190 -2.7310 -1.8779 0.48 -0.29 -0.23
C 0.4157 -2.2089 -1.3666 -0.34 -0.09 -0.01
N 0.7682 -1.4070 -0.3936 -0.17 0.39 -0.24
N 2.1149 -1.4239 -0.3282 -0.09 -0.18 -0.19
N 2.5780 -2.2245 -1.2174 -0.28 0.11 0.20
H 1.6360 -6.6335 -1.0373 0.00 0.02 -0.03
H 1.8458 -4.9849 -0.4596 -0.01 -0.03 -0.01
H 3.0649 -5.7126 -1.5122 -0.03 0.03 -0.01
H 1.4853 -5.7502 -3.3987 -0.03 -0.03 0.00
H -0.5827 -4.7741 -1.3641 0.02 0.00 -0.05
H -0.6016 -6.2502 -2.3055 0.02 0.01 0.02
H -0.8397 -4.7078 -3.1176 0.03 -0.01 0.00
H 1.1870 -3.3750 -3.8264 -0.05 0.00 -0.01
H 2.7731 -3.7424 -3.1341 0.03 0.05 -0.02
H -0.5919 -2.4027 -1.6982 0.07 0.06 0.01

No. 3
56
Properties=species:S:1:pos:R:3:forces:R:3 method="wB97M-V/def2-TZVPD" total_charge=+1 lumo_energy_ev=-2.9
C -1.5086 3.2553 -2.4262 0.10 0.20 0.21
C -1.3021 1.9374 -2.0178 0.86 0.24 -0.66
C 0.0316 1.4629 -2.0712 0.64 -0.28 0.56
C 1.1128 2.2760 -2.4406 -0.61 0.61 -0.24
C 0.8583 3.5778 -2.8733 -0.06 -0.68 0.04
C -0.4401 4.0689 -2.8394 -0.58 0.10 -0.08
C 2.4914 1.7644 -2.0870 -2.38 -1.84 -1.34
C 2.6036 0.2772 -2.3622 0.41 -0.45 0.11
C 1.5021 -0.5075 -1.9999 -0.06 0.87 0.78
C 1.6007 -1.9088 -1.8356 0.35 0.49 -0.53
C 2.8418 -2.4914 -2.0932 0.37 0.03 0.09
C 3.9452 -1.7114 -2.4942 -0.11 -0.78 -0.02
C 3.8165 -0.3414 -2.6615 -0.66 0.05 -0.04
H -2.5286 3.6552 -2.3802 0.43 -0.02 -0.11
H 1.6979 4.1595 -3.2267 -0.08 0.35 0.13
H -0.6454 5.1065 -3.1081 0.08 -0.35 -0.05
H 3.2656 2.3220 -2.4920 1.46 1.08 -0.78
H 2.9523 -3.5770 -1.9442 0.03 0.57 -0.15
H 4.9122 -2.2055 -2.6446 -0.45 0.25 -0.06
H 4.6196 0.2872 -3.0078 0.41 -0.08 0.12
N 0.3542 0.1886 -1.5333 -1.26 -0.36 -0.23
Bi 0.4136 0.2827 0.7098 1.98 0.48 0.26
C -2.4150 1.0787 -1.4888 0.28 -0.16 0.61
H -2.3821 0.0639 -1.8924 0.03 0.05 -0.05
H -3.3980 1.5174 -1.6753 0.05 -0.01 -0.11
C 0.4319 -2.7099 -1.3390 -0.08 -0.09 0.42
H -0.4953 -2.4686 -1.8671 0.11 0.07 -0.01
H 0.6073 -3.7896 -1.4129 0.06 0.15 -0.16
P -2.2525 0.9376 0.3610 0.30 0.24 -1.03
P 0.1450 -2.3258 0.4481 -1.10 -1.89 -0.50
C 1.4945 -3.2022 1.2999 -0.24 0.05 0.13
H 1.3951 -3.0024 2.3734 0.13 -0.09 -0.20
H 1.3993 -4.2766 1.1001 0.14 0.17 0.08
H 2.4665 -2.8393 0.9452 -0.21 -0.06 0.07
C -1.3936 -3.1801 0.8919 0.21 -0.68 0.03
H -1.2579 -4.2563 0.7196 -0.38 0.12 0.12
H -1.5896 -2.9903 1.9544 -0.06 -0.10 -0.24
H -2.2263 -2.8024 0.2844 0.28 -0.16 0.15
C -2.6414 2.6360 0.9040 0.05 -0.19 0.40
H -3.6094 2.9298 0.4702 0.27 -0.09 0.14
H -2.7113 2.6398 2.0037 0.04 0.15 -0.39
H -1.8589 3.3382 0.5817 -0.22 -0.33 0.11
C -3.6417 -0.0922 0.8797 -0.14 -0.03 0.30
H -3.6135 -0.1787 1.9749 -0.15 -0.08 -0.29
H -4.5727 0.4056 0.5698 0.20 -0.26 0.12
H -3.5738 -1.0922 0.4301 -0.07 0.37 0.15
H 2.5062 1.8155 -1.0389 0.44 0.40 1.88
H 0.3410 1.8623 1.5373 -0.72 1.98 0.66
N -0.0155 0.9396 5.0254 -0.02 -0.30 0.33
C 0.0643 -0.3433 4.5876 0.08 -0.32 -1.26
N -0.0178 -1.2897 5.5625 0.01 0.14 0.01
O 0.1820 -0.6799 3.3737 -0.29 0.63 1.54
H -0.0363 1.0806 6.0291 0.02 0.30 -0.50
H 0.1015 1.7327 4.4112 0.04 -0.34 -0.01
H 0.0594 -2.2447 5.2698 0.01 -0.09 0.03
H -0.0860 -1.0920 6.5548 0.05 -0.01 -0.52

No. 4
56
Properties=species:S:1:pos:R:3:forces:R:3 method="wB97M-V/def2-TZVPD" total_charge=0 de_lowest_kj_mol=33.5 lumo_energy_ev=0.7
Cd -0.4348 -0.3976 0.1154 -0.35 0.06 -0.22
C -0.8303 -1.7506 1.8238 -0.09 -0.11 0.05
C 0.2517 -2.6033 1.3349 -0.06 -0.03 -0.04
C 1.3969 -2.3114 2.0599 0.02 0.12 -0.07
C 1.0908 -1.2900 3.0045 -0.01 0.05 -0.05
C -0.2492 -0.9518 2.8879 0.01 -0.01 -0.08
C -1.0180 -0.0154 3.7720 -0.04 0.07 0.05
C 2.0833 -0.6558 3.9292 0.05 0.01 0.06
C 2.7321 -2.9711 1.8998 0.10 -0.06 0.01
C 0.0711 -3.7252 0.3517 -0.03 -0.07 -0.03
C -2.2903 -2.1864 1.7915 -0.04 -0.03 0.01
H -0.9134 1.0407 3.5041 0.01 -0.01 -0.02
H -0.6991 -0.1031 4.8125 0.01 -0.02 0.00
H -2.0866 -0.2325 3.7419 0.00 -0.01 -0.01
H 2.6888 0.1094 3.4318 0.00 -0.01 -0.02
H 2.7841 -1.3901 4.3318 -0.02 -0.01 0.00
H 1.5915 -0.1797 4.7791 -0.01 0.02 -0.02
H 3.4206 -2.4256 1.2461 -0.03 0.03 0.01
H 2.6340 -3.9780 1.4914 -0.02 0.01 -0.01
H 3.2381 -3.0657 2.8624 -0.01 -0.01 0.01
H 0.9647 -3.8867 -0.2544 0.01 0.00 0.01
H -0.7527 -3.5347 -0.3391 0.00 0.02 0.01
H -0.1471 -4.6729 0.8559 0.00 0.01 0.02
H -2.9225 -1.6583 1.0747 0.02 0.02 0.01
H -2.7500 -2.0483 2.7715 0.01 -0.01 0.01
H -2.3634 -3.2497 1.5563 0.01 0.00 -0.01
C 0.4662 2.4619 -2.5142 -0.08 0.04 0.09
O 1.1017 2.5481 -1.2171 0.16 -0.14 -0.09
P 1.4551 1.1899 -0.4748 0.41 -0.08 0.30
O 2.6558 0.5994 -1.3376 -0.21 0.04 -0.11
C 3.1148 -0.7359 -1.0646 0.01 0.05 -0.01
O 2.2345 1.6845 0.8250 -0.09 0.23 -0.13
C 1.4897 2.3694 1.8455 -0.05 -0.07 0.05
H 0.3402 3.4847 -2.8542 -0.01 -0.01 -0.01
H -0.5051 1.9764 -2.4212 0.07 0.04 -0.03
H 1.1035 1.9136 -3.2053 0.00 0.01 -0.01
H 3.6502 -1.0661 -1.9495 0.01 -0.01 0.02
H 2.2773 -1.4106 -0.8674 0.00 0.01 0.02
H 3.7771 -0.7176 -0.2014 0.02 -0.03 -0.02
H 2.1139 2.3849 2.7336 0.01 0.02 -0.01
H 0.5664 1.8308 2.0740 0.01 0.00 0.00
H 1.2620 3.3833 1.5210 0.01 0.00 0.01
O -1.4091 -0.7230 -1.9928 0.05 -0.08 0.16
C -2.2124 0.2343 -1.8045 -0.06 -0.09 0.02
O -2.2250 0.9093 -0.7407 0.19 0.06 0.02
C -3.1711 0.5852 -2.9009 0.01 -0.07 0.02
C -3.4578 1.9147 -3.1815 -0.08 0.04 0.10
C -4.3287 2.2348 -4.2118 -0.01 0.01 -0.01
C -4.9362 1.2255 -4.9448 -0.01 0.00 -0.01
C -4.6638 -0.1046 -4.6542 0.00 0.01 -0.01
C -3.7724 -0.4251 -3.6423 0.08 0.00 -0.09
H -3.0088 2.6926 -2.5768 0.01 -0.01 0.00
H -4.5437 3.2714 -4.4367 0.00 0.01 0.00
H -5.6247 1.4756 -5.7418 0.00 0.00 0.00
H -5.1415 -0.8914 -5.2232 0.00 -0.01 0.00
H -3.5292 -1.4563 -3.4239 0.01 0.00 0.01